Computed, not measured: C31H27IrN4O2PSe4 as an isolated structure, with ωB97M-V with the def2-TZVPD basis set.

Structure (XYZ):
```
70
Properties=species:S:1:pos:R:3:forces:R:3
Ir 1.222 1.209 -0.150 -0.039 0.174 -0.189
O -4.693 3.698 3.911 0.008 0.030 0.015
N -3.703 3.025 4.073 0.021 0.000 -0.024
O -3.402 2.460 5.104 -0.021 -0.025 -0.006
C -2.802 2.851 2.905 -0.011 -0.002 0.018
C -3.293 3.254 1.717 -0.006 -0.035 -0.033
C -2.529 3.105 0.519 0.006 0.039 0.046
C -2.948 3.591 -0.731 -0.035 0.000 -0.013
C -2.113 3.451 -1.806 0.019 -0.008 0.011
C -0.879 2.813 -1.643 -0.022 0.140 0.083
N -0.488 2.316 -0.482 -0.087 -0.179 -0.206
C -1.297 2.464 0.595 -0.009 -0.020 -0.041
C -0.799 2.002 1.854 0.032 0.016 -0.066
N 0.419 1.401 1.818 0.144 0.200 0.053
C 1.046 1.188 2.959 -0.034 -0.065 0.017
C 0.463 1.472 4.194 -0.018 -0.013 -0.015
C -0.811 1.975 4.250 0.023 0.010 -0.019
C -1.491 2.258 3.046 -0.031 -0.037 0.061
H -4.277 3.700 1.679 0.008 0.014 -0.001
H -3.909 4.079 -0.825 0.004 0.005 0.001
H -2.384 3.825 -2.783 0.008 0.006 0.000
H -0.173 2.724 -2.459 -0.072 -0.027 -0.018
H 2.048 0.797 2.896 -0.009 0.032 -0.013
H 1.027 1.292 5.097 -0.004 -0.006 0.002
H -1.273 2.186 5.199 -0.012 -0.025 -0.002
Se 2.240 3.420 0.586 0.371 -0.356 0.233
Se 3.920 4.087 -0.933 -0.255 0.013 -0.214
Se 4.250 2.100 -2.102 0.126 0.007 0.035
Se 2.056 1.443 -2.483 -0.046 -0.004 0.074
C -0.556 -1.483 0.950 0.011 0.066 0.014
P -0.001 -0.745 -0.618 -0.127 -0.044 0.077
C -1.557 -0.338 -1.485 0.005 -0.084 -0.034
C -2.785 -0.328 -0.830 0.006 0.069 0.006
C -3.951 -0.025 -1.524 0.002 0.013 0.010
C -3.902 0.264 -2.878 0.001 0.002 0.003
C -2.680 0.264 -3.538 0.006 0.013 0.005
C -1.517 -0.026 -2.845 0.013 0.001 0.000
C 0.612 -2.173 -1.571 0.024 -0.018 0.059
C 1.207 -2.006 -2.821 0.024 0.007 -0.046
C 1.613 -3.106 -3.562 0.001 -0.015 0.019
C 1.430 -4.389 -3.066 0.000 0.017 0.005
C 0.843 -4.565 -1.823 0.010 -0.004 -0.002
C 0.439 -3.467 -1.079 -0.016 0.010 -0.017
H -1.285 -2.278 0.807 -0.011 0.004 -0.028
H -1.001 -0.706 1.568 -0.024 -0.020 0.018
H 0.319 -1.872 1.474 -0.007 -0.016 -0.010
H -2.853 -0.562 0.225 -0.002 -0.025 -0.002
H -4.900 -0.033 -1.003 0.004 0.001 -0.001
H -4.813 0.482 -3.421 0.000 -0.001 0.001
H -2.633 0.486 -4.597 0.001 0.000 0.000
H -0.573 -0.014 -3.377 0.007 -0.029 -0.004
H 1.390 -1.019 -3.220 -0.001 -0.007 0.039
H 2.075 -2.955 -4.529 -0.001 -0.003 -0.003
H 1.744 -5.246 -3.646 -0.001 -0.002 -0.001
H 0.699 -5.560 -1.424 0.000 -0.002 -0.001
H 0.003 -3.642 -0.108 -0.009 -0.002 0.003
N 3.057 0.189 0.288 -0.035 0.121 0.074
C 3.180 -1.207 0.667 -0.004 -0.013 -0.086
C 3.507 -2.116 -0.328 0.059 -0.011 -0.014
C 3.653 -3.459 -0.021 0.006 0.005 -0.001
C 3.471 -3.900 1.282 -0.005 0.029 0.005
C 3.164 -2.985 2.278 0.000 -0.015 -0.005
C 3.023 -1.637 1.976 -0.035 -0.031 0.026
H 3.559 0.799 0.935 -0.056 -0.026 0.080
H 3.572 0.302 -0.589 0.081 0.143 0.035
H 3.655 -1.770 -1.345 -0.011 -0.001 0.010
H 3.911 -4.158 -0.805 0.000 -0.001 0.003
H 3.587 -4.948 1.524 0.006 -0.001 0.002
H 3.052 -3.313 3.303 -0.008 -0.006 -0.003
H 2.816 -0.942 2.777 0.028 -0.004 -0.022
```
Positions in Å, forces in eV/Å.

Output
Multiplicity: 1
LUMO in eV: -4.058
Kohn-Sham gap in eV: 5.54
Net charge: +1
DFT total energy in eV: -316150.833
Relative energy (zero: lowest compared OMol25 entry of this formula, charge and spin) in kJ/mol: 0.00
E_HOMO in eV: -9.60